Record 1
{"formula": "C10H40O10", "method": "ωB97M-V/def2-TZVPD", "species": ["H", "H", "H", "H", "C", "H", "H", "O", "C", "H", "H", "H", "O", "H", "H", "O", "O", "H", "H", "H", "C", "H", "H", "O", "H", "O", "H", "H", "C", "H", "O", "H", "C", "C", "H", "O", "C", "H", "H", "C", "H", "H", "H", "H", "H", "H", "H", "H", "O", "H", "H", "H", "H", "H", "O", "H", "C", "H", "C", "H"], "xyz": [[-2.16321, 1.50524, 0.17910], [-0.98075, 2.71486, 2.49752], [2.13218, -1.31740, 2.81571], [-0.20038, -0.85994, 0.12932], [1.96274, -1.82370, 1.86542], [-0.87825, 1.29241, 1.47440], [-3.42172, 2.18920, 1.94932], [-2.70484, 2.19323, 1.31084], [-1.54960, 1.86957, 2.11023], [1.15677, 2.30040, 0.73324], [1.87263, -2.23489, -3.54052], [-1.67432, 1.74658, -1.11349], [-0.40086, 2.73489, -2.54204], [-0.85371, 0.76776, -2.37911], [-3.26314, -0.42752, -2.71881], [2.18980, -3.20019, 2.06179], [1.75618, 0.22571, 1.80945], [-1.74479, 1.16806, 2.92133], [-2.97765, -1.12764, 0.52231], [1.06639, 2.99285, -0.89978], [1.97646, -1.38520, -2.86573], [-0.07934, 0.19415, -1.29959], [-3.41398, -1.10196, -1.09524], [-2.09656, 0.63831, -0.22784], [2.45326, 2.06146, -0.51849], [1.69159, -0.05355, -0.21424], [2.69657, -1.44326, 1.15489], [0.24866, 2.31769, -3.11272], [0.29742, 0.01297, -0.29296], [3.11150, 3.69509, 0.84084], [-1.47101, -0.86757, -1.69962], [-2.23344, -2.39163, -0.07083], [3.07208, 0.81512, 1.68354], [-1.21723, -2.64081, 0.23465], [3.01416, 1.81099, 2.12283], [1.98275, -1.81752, -1.49996], [-2.34334, -0.31204, 0.86948], [-2.96188, -2.10269, -2.52307], [-3.00387, 0.12291, 1.61956], [-1.30132, 1.73182, -2.13758], [-0.88518, -2.00870, 1.05823], [3.38636, 0.75221, 0.64172], [3.77783, 0.23790, 2.28090], [2.79009, -0.72329, -3.16236], [1.46375, 0.31413, 2.71954], [-1.39505, -0.63492, 1.29911], [-1.48892, -4.51119, -0.08738], [-1.58874, -0.12371, -1.10431], [2.25687, 3.92409, 0.46834], [1.07355, -0.79805, -3.03335], [1.87475, 0.15015, 0.70584], [1.32210, -3.60719, 2.11714], [-0.62750, -2.34201, -0.63197], [0.92732, -1.79594, 1.52596], [-1.02298, -3.97953, 0.56211], [-2.17158, 1.79470, -2.79086], [-2.83578, -1.14491, -2.01824], [1.70206, -1.15103, -0.86860], [1.73501, 2.75028, -0.07381], [-0.03993, 0.90324, 0.23783]], "atomic_forces_ev_per_a": [[-0.92, 0.16, 0.17], [-0.46, 0.37, -0.15], [-0.03, -0.89, 0.37], [1.03, 0.72, -0.51], [0.55, -2.98, 0.73], [0.01, 0.60, 0.35], [-0.49, 0.33, -0.43], [0.39, 2.05, 2.87], [1.09, -0.08, 0.33], [0.00, -0.52, -0.36], [0.41, -0.12, 0.11], [1.67, 2.07, -2.51], [0.56, 0.94, 0.21], [-0.53, 0.76, -0.15], [0.02, 0.38, 0.00], [0.27, -0.94, 0.16], [0.35, 5.14, 6.77], [-0.50, 0.32, 0.20], [0.68, 0.43, 0.03], [-0.17, 0.20, 0.23], [-1.15, 0.13, 1.35], [1.93, -0.49, 0.85], [-0.49, -0.25, -0.48], [-3.00, -2.79, 4.99], [0.11, 0.23, 0.33], [-1.17, 1.88, -3.99], [-0.24, -0.86, 0.00], [0.00, 0.14, -0.01], [0.36, 1.55, 0.38], [0.09, 0.31, 0.07], [-2.18, -3.74, -3.48], [0.25, -0.86, 0.44], [1.06, 0.34, 2.18], [0.68, -0.69, -1.05], [0.33, 0.15, -0.51], [1.02, -3.62, -3.54], [-1.76, 0.92, -0.06], [0.28, -0.24, 0.30], [0.36, 0.12, -0.07], [-0.19, 0.69, -2.40], [-0.29, -1.38, 0.10], [-0.08, 0.35, 0.42], [0.03, -0.18, 0.07], [0.52, -0.23, 0.15], [-0.10, 0.16, 0.11], [-1.01, 0.55, 0.07], [0.17, -0.13, 0.00], [0.16, -0.03, -0.33], [1.03, 0.94, 0.08], [-0.35, 0.21, -0.18], [-1.26, -0.78, -3.18], [0.16, -0.38, -0.10], [0.19, -0.57, 0.17], [0.36, 0.86, -0.06], [-0.14, -0.99, 0.61], [-0.47, 0.01, -0.04], [0.51, -0.08, -0.59], [0.81, 0.15, -0.39], [-0.98, -0.05, -0.54], [0.52, -0.29, -0.09]], "e_above_lowest_ev": 16.125, "charge": 0, "homo_ev": -8.52}

***

Record 2
{"formula": "C49H39ClN3O6", "method": "ωB97M-V/def2-TZVPD", "species": ["C", "O", "H", "C", "H", "O", "H", "C", "H", "N", "C", "H", "H", "C", "C", "H", "H", "C", "C", "H", "H", "C", "N", "C", "C", "H", "H", "H", "C", "C", "C", "H", "H", "C", "C", "C", "C", "H", "H", "C", "C", "C", "C", "C", "C", "C", "C", "H", "C", "C", "H", "C", "O", "H", "H", "C", "C", "H", "C", "C", "N", "C", "C", "C", "H", "H", "H", "H", "O", "H", "C", "C", "H", "H", "H", "C", "C", "C", "H", "H", "C", "H", "C", "C", "H", "C", "H", "H", "O", "C", "H", "C", "Cl", "H", "H", "C", "C", "O"], "xyz": [[-2.17099, 1.95181, 0.56633], [-1.71494, 0.33353, 5.02606], [3.91610, 4.11825, 2.43989], [-2.36778, 2.08014, 1.94665], [-2.86779, 1.63351, 6.83210], [-3.44649, 4.15356, 1.72191], [-1.34228, 0.74472, -1.01554], [-1.89128, 1.09594, 2.81177], [-1.86359, -3.01512, -2.93837], [-5.21166, -7.80393, -2.04626], [2.92382, 3.99834, -0.81065], [-6.42642, -4.18221, 0.16370], [-3.70577, 0.85872, -3.21850], [-1.47336, -6.55765, -2.51161], [7.13611, 6.35193, 1.01778], [-4.94961, -3.25659, -0.55432], [2.92141, 1.46743, -0.37929], [9.24177, 7.53039, 1.23143], [7.18055, 6.52017, -0.36538], [4.85565, 0.05312, 0.24600], [-5.38712, -7.42010, 0.17612], [-2.90178, -1.14037, -3.14863], [-3.46332, -7.72917, -3.81702], [4.96067, 5.04928, 0.78819], [-0.98962, -0.12586, 0.92499], [-0.31981, -6.36653, -2.66574], [-3.69814, -5.61813, -1.02076], [10.14194, 8.19057, -0.61271], [0.54004, 0.64314, -1.35664], [1.69525, -0.20474, -1.00096], [3.87678, -1.79480, -0.27833], [2.12199, 3.17846, 1.01494], [-6.77885, -6.72890, -0.99326], [9.29705, 7.68157, -0.15384], [6.08851, 6.00771, -1.21681], [-0.65541, 0.01572, -1.95382], [-2.13626, 1.19586, 4.26507], [-4.13426, 3.56748, 7.72099], [3.95452, 4.91223, -2.46546], [-3.19269, 2.42209, 6.15521], [-0.70076, -1.36241, -2.15897], [-2.90332, 2.34464, 4.78659], [-1.74318, 0.81557, -2.32843], [-3.87684, -8.04546, -2.39273], [-4.32337, 4.52940, 5.80112], [2.91737, 3.76836, 0.56488], [1.63135, -1.58824, -1.16214], [-1.29991, -8.07951, -4.22008], [-3.33827, 3.35229, 3.92702], [-4.04137, 4.45206, 4.43644], [-3.77129, -1.59120, -3.62211], [3.93047, 4.29749, 1.36608], [6.10470, 6.19491, -2.42715], [-2.06074, -6.33636, -4.71271], [-0.66976, -8.14339, -1.06082], [3.94980, -0.40895, -0.14015], [3.95310, 4.74146, -1.39035], [-0.44905, -0.98293, 0.52934], [8.16390, 6.86656, 1.81911], [-1.48765, 0.84611, 0.05766], [-2.82363, -8.56635, -1.43299], [2.85911, 0.38660, -0.49479], [-2.86387, 0.23559, -2.92468], [2.72057, -2.38643, -0.78905], [4.72337, -2.41559, 0.00667], [10.04079, 7.92576, 1.85487], [2.67283, -3.46838, -0.89927], [-4.87284, 5.38204, 6.19418], [0.57607, 1.85297, -1.16371], [-2.39573, -9.41420, -1.90950], [-1.82468, -1.94121, -2.76283], [-5.27909, -4.28544, -0.04648], [-1.94349, -6.93486, -0.26865], [8.31580, 7.30709, -2.03362], [-0.80348, -0.76953, 2.97120], [-1.19028, -0.00411, 2.30071], [4.98036, 5.25842, -0.59022], [-1.69049, -7.57714, -1.23204], [-1.98990, -5.50617, -2.37087], [-4.62377, -4.43205, 0.91334], [-4.86693, -5.47177, -1.10075], [-1.71868, 1.89113, -2.16122], [8.26653, 7.18204, -0.95309], [-3.07610, 3.26205, 2.47703], [2.12933, 3.59376, -1.43389], [6.01833, 5.62012, 1.64577], [-5.98706, -8.21425, -2.64729], [8.13000, 6.74804, 2.90086], [5.97130, 5.48276, 2.86278], [-2.04448, -7.21244, -3.91383], [-2.55244, 2.70930, -0.11639], [0.42746, -2.21847, -1.74139], [-5.39529, -4.89528, -2.81532], [-4.11537, -7.01979, -4.22025], [-4.37457, 5.24777, 3.77221], [-5.61085, -6.91186, -0.85406], [-3.90613, 3.51194, 6.65876], [0.36915, -3.43404, -1.88001]], "atomic_forces_ev_per_a": [[0.16, -0.46, 0.17], [-0.24, 0.44, -0.46], [0.15, 0.17, -0.24], [0.19, -0.32, -0.57], [0.01, 0.13, -0.31], [0.25, -0.63, 0.44], [-1.45, 1.19, 5.66], [0.26, -0.32, -0.46], [0.17, 0.26, 0.11], [1.39, -1.17, -0.04], [0.29, 0.28, -0.19], [2.27, -0.56, -0.34], [0.21, -0.07, 0.12], [0.04, -0.03, -0.49], [0.55, 0.32, 0.08], [-0.62, -2.31, 1.19], [-0.12, -0.36, -0.09], [-0.32, -0.19, 0.05], [0.59, 0.29, 0.05], [-0.20, -0.06, -0.07], [-0.25, 1.12, -1.99], [0.66, -0.90, 0.28], [-1.09, 0.41, 5.15], [-0.51, -0.35, -0.12], [-0.46, 0.28, 0.48], [-2.42, -0.28, 0.36], [-2.39, 0.37, -0.64], [-0.18, -0.10, 0.07], [1.56, 1.54, -0.15], [0.55, -0.04, 0.08], [-0.28, 0.00, -0.11], [0.08, 0.12, -0.07], [2.61, -0.55, 0.45], [-0.35, -0.17, -0.13], [0.08, 0.27, -1.45], [1.70, -2.65, -4.14], [0.48, -0.97, 0.93], [0.06, -0.03, -0.21], [0.16, 0.05, 0.28], [-0.17, 0.25, 0.13], [-0.16, 0.77, -0.15], [-0.28, 0.28, 0.51], [-1.61, -0.22, -4.96], [0.57, 0.83, -2.83], [0.12, -0.12, -0.33], [0.33, 0.27, 0.16], [0.57, -0.20, 0.17], [-1.71, 1.84, 0.34], [-0.26, 0.34, 0.46], [-0.07, 0.01, 0.30], [0.17, 0.07, 0.09], [-0.26, -0.16, -0.15], [-0.03, -0.14, 0.72], [0.13, -2.19, 1.51], [-2.38, 0.94, -0.20], [-0.31, 0.03, -0.10], [-0.19, -0.18, 0.18], [-0.08, 0.06, 0.18], [0.24, 0.13, -0.13], [-1.21, 1.04, 3.84], [-0.99, 0.96, -2.37], [0.12, -0.12, 0.04], [0.80, 0.79, 0.27], [0.16, 0.15, 0.08], [-0.18, 0.11, -0.06], [-0.17, -0.08, -0.11], [-0.13, 0.29, -0.05], [0.11, -0.16, -0.10], [-0.01, -0.94, -0.50], [-0.97, 1.23, 0.53], [-1.10, 0.24, -0.34], [0.76, 0.52, -0.75], [0.68, -1.44, -1.98], [-0.18, -0.10, 0.26], [-0.17, 0.27, 0.01], [0.05, -0.10, -0.28], [-0.55, -0.34, -0.03], [1.16, 1.81, 0.08], [1.02, -2.18, -0.10], [-1.55, 0.29, -1.67], [-0.30, 0.05, 1.49], [0.13, -0.22, -0.18], [0.26, 0.13, 0.18], [-0.53, 1.22, -0.82], [0.17, 0.10, 0.17], [0.00, -0.14, 1.54], [1.66, 1.33, 0.65], [-0.15, -0.07, -0.29], [0.01, 0.06, -0.78], [1.99, 0.32, 0.12], [0.02, 0.00, 0.28], [0.17, -1.06, -0.03], [0.78, -0.60, 1.37], [0.35, -1.06, 0.55], [0.15, -0.29, 0.03], [-0.63, 0.47, -0.35], [0.20, -0.26, -0.24], [-0.14, 0.41, 0.02]], "charge": 1, "homo_ev": -10.67}

***

Record 3
{"formula": "C4H6N2OS", "method": "ωB97M-V/def2-TZVPD", "species": ["S", "H", "H", "C", "C", "H", "H", "O", "N", "H", "H", "C", "N", "C"], "xyz": [[1.61901, -0.54762, 1.67255], [-0.88002, -0.12046, 2.11940], [-0.18137, 2.38604, -3.19420], [-0.57945, 0.05600, 0.09536], [-1.41030, -1.00103, -0.48796], [1.34362, -0.16358, -0.25907], [-1.16285, 1.70400, -1.79694], [-2.39568, -1.41779, 0.14251], [0.81817, 1.33648, -1.65358], [-1.07373, -1.48613, -1.50184], [-1.12256, 1.13023, 0.13064], [-0.01438, -0.05335, 1.45890], [0.59172, 0.27652, -0.77433], [-0.25105, 1.89222, -2.13354]], "atomic_forces_ev_per_a": [[-3.52, 1.20, 1.11], [0.84, 0.17, 1.08], [0.21, -0.28, 2.59], [2.12, 5.57, -2.17], [-3.31, -2.84, 0.98], [1.06, 0.98, -0.99], [-4.06, -0.98, 1.35], [2.19, 0.78, -1.85], [-1.66, -1.48, -0.07], [-0.46, 1.04, 1.61], [0.39, -2.38, -0.06], [1.89, -3.15, 0.38], [-0.67, 0.40, -0.61], [4.96, 0.98, -3.35]], "e_above_lowest_ev": 6.009, "charge": 0, "smiles": "C=NN[C@@H](C=O)C=S", "homo_ev": -8.87}

***

Record 4
{"formula": "C7H29O8", "method": "ωB97M-V/def2-TZVPD", "species": ["O", "H", "C", "H", "H", "O", "H", "O", "H", "H", "H", "H", "C", "H", "H", "H", "H", "H", "C", "O", "C", "H", "H", "O", "H", "O", "H", "H", "C", "H", "H", "H", "H", "H", "O", "H", "O", "C", "H", "H", "H", "H", "H", "C"], "xyz": [[1.12166, -2.15171, 0.95300], [0.14092, 0.49856, 0.68685], [-2.92486, 2.04235, 0.01244], [-4.01220, 2.10197, -0.03490], [-1.23279, 0.96539, 2.90411], [-2.33941, 1.28733, -1.06359], [-3.34911, -2.84851, -1.80861], [-1.46913, -2.34012, -0.99123], [2.50970, 1.76335, -0.73952], [0.68210, -1.39411, 0.56002], [1.92342, 0.77606, 2.14172], [0.07667, -0.05684, 3.44059], [2.95171, 0.43217, 2.25342], [0.15742, 0.17148, -4.52616], [1.46928, 2.35802, -2.10504], [-1.04767, 0.35290, -3.28405], [-0.90373, -0.72453, 1.35833], [0.31013, 1.59131, -0.22651], [-0.98473, -0.05608, 3.19249], [-0.19849, -0.07410, -0.02826], [1.79572, 2.51466, -1.07693], [-1.45987, -0.21762, 4.16008], [2.76115, -1.86112, -0.37147], [-1.41765, -0.94445, 2.13879], [2.35594, -1.44720, 2.14127], [3.01058, -0.96118, 2.64805], [2.37400, -3.52358, 0.28607], [-2.58322, 1.58149, 0.93925], [1.98912, -2.56262, -0.05531], [-1.67335, 0.74088, -0.64007], [3.26551, 0.49423, 1.21141], [0.30230, 1.39594, -3.24915], [1.44606, -2.75148, -0.98133], [-2.48144, 3.03014, 0.13790], [0.70524, -0.50019, -2.60715], [2.22496, 3.51509, -1.02213], [0.70202, 2.46758, -0.24042], [0.02784, 0.36253, -3.46089], [-3.29903, -1.94287, -0.26499], [0.45404, -0.34676, -1.69339], [3.55631, 1.04294, 2.92388], [-1.12071, -1.52756, -0.61711], [-2.99891, -1.16183, -1.77003], [-2.81752, -2.09194, -1.23144]], "atomic_forces_ev_per_a": [[0.71, -0.02, 0.72], [-0.16, -0.75, -0.17], [1.30, -0.58, 0.20], [0.08, -0.14, -0.15], [-0.02, 0.34, 0.05], [-1.43, 1.22, 0.12], [0.48, -0.51, 0.18], [0.21, -0.84, -0.74], [0.49, 0.00, -0.49], [-0.89, 0.86, -0.11], [-0.22, 0.26, 0.80], [0.36, -0.42, -0.44], [-0.47, -1.67, -0.88], [0.52, -0.40, 0.13], [0.47, -0.20, -0.20], [-0.29, -0.21, 0.02], [0.08, 0.12, -0.70], [-0.11, -0.25, -0.88], [-0.32, 0.15, -0.79], [0.40, 0.65, 0.49], [0.18, -0.12, -0.30], [-0.51, -0.54, -0.30], [0.38, 0.21, 0.59], [-0.26, 0.14, 2.66], [-0.66, -0.24, -0.44], [0.71, 1.49, 0.73], [0.58, 0.11, -0.23], [-0.62, -0.38, 0.33], [-0.10, -1.32, -0.90], [0.77, -0.50, 0.09], [0.77, 0.30, -0.05], [0.16, 0.27, -0.34], [-0.28, -0.16, -0.13], [-0.14, 0.44, -0.70], [0.98, -0.85, -1.10], [0.17, -0.02, 0.12], [-0.92, 1.35, 1.26], [-0.98, 0.89, 0.51], [-0.56, -0.23, 0.11], [-0.36, 0.31, 0.61], [-0.17, -0.12, -0.10], [0.35, 0.20, 0.21], [0.22, 0.25, -0.22], [-0.86, 0.89, 0.40]], "e_above_lowest_ev": 0.000, "charge": -1, "homo_ev": -6.32}

***

| no. | lowest unoccupied orbital energy (Eh) | HOMO-LUMO gap (eV) |
| --- | --- | --- |
| 1 | -0.0065 | 8.346 |
| 2 | -0.1790 | 5.803 |
| 3 | -0.0541 | 7.395 |
| 4 | 0.1234 | 9.681 |